Entry from OMol25: a 13-piece molecular cluster, C46H128N10O16 overall at a distorted geometry (wB97M-V/def2-TZVPD).

Properties
electronic energy = -3580.59644 Eh
LUMO energy = 0.006 hartree
HOMO = -8.478 eV
M = 1077.6 g mol⁻¹
spin multiplicity = 1
net charge = 0
frontier orbital gap = 8.649 eV
relative energy (zero: lowest compared OMol25 entry of this formula, charge and spin) = 0.0 kJ/mol

Each atom is followed by the atoms it is bonded to, with distances in Å.
Element x y z (Å)
1 C -0.830 -0.508 -4.259  C2 1.510, H7 1.092, H8 1.094, H9 1.091
2 C -1.788 -0.029 -5.324  C1 1.510, C3 1.514, N6 1.493, H10 1.095
3 C -1.090 0.304 -6.626  C2 1.514, O4 1.408, H11 1.102, H12 1.098
4 O -1.991 0.904 -7.528  C3 1.408, C5 1.408
5 C -1.604 0.765 -8.874  O4 1.408, H13 1.095, H14 1.094, H15 1.088
6 N -2.863 -1.029 -5.594  C2 1.493, H16 1.022, H17 1.022
7 H -1.325 -0.618 -3.291  C1 1.092
8 H -0.066 0.253 -4.069  C1 1.094
9 H -0.331 -1.442 -4.517  C1 1.091
10 H -2.391 0.804 -4.951  C2 1.095
11 H -0.703 -0.623 -7.078  C3 1.102
12 H -0.198 0.925 -6.470  C3 1.098
13 H -1.652 -0.281 -9.197  C5 1.095
14 H -0.598 1.173 -9.010  C5 1.094
15 H -2.315 1.326 -9.477  C5 1.088
16 H -3.038 -1.464 -4.685  N6 1.022
17 H -2.452 -1.811 -6.108  N6 1.022
18 C 2.882 3.639 -4.650  C19 1.533, H24 1.095, H25 1.088, H26 1.097
19 C 4.314 4.026 -4.263  C18 1.533, C20 1.538, N23 1.464, H27 1.094
20 C 4.605 4.044 -2.753  C19 1.538, O21 1.413, H28 1.099, H29 1.091
21 O 4.449 2.826 -2.054  C20 1.413, C22 1.416
22 C 3.159 2.542 -1.543  O21 1.416, H30 1.091, H31 1.103, H32 1.087
23 N 5.207 3.033 -4.863  C19 1.464, H33 1.007, H34 1.013
24 H 2.618 2.652 -4.256  C18 1.095
25 H 2.726 3.646 -5.727  C18 1.088
26 H 2.099 4.220 -4.145  C18 1.097
27 H 4.485 5.034 -4.652  C19 1.094
28 H 4.002 4.821 -2.263  C20 1.099
29 H 5.652 4.306 -2.591  C20 1.091
30 H 2.349 2.796 -2.229  C22 1.091
31 H 3.007 3.245 -0.707  C22 1.103
32 H 3.052 1.543 -1.131  C22 1.087
33 H 4.833 2.541 -5.658  N23 1.007
34 H 5.444 2.373 -4.132  N23 1.013
35 C 3.614 -1.163 1.366  C36 1.518, H41 1.093, H42 1.094, H43 1.092
36 C 4.950 -0.443 1.352  C35 1.518, C37 1.522, N40 1.478, H44 1.099
37 C 5.674 -0.588 2.682  C36 1.522, O38 1.413, H45 1.095, H46 1.096
38 O 4.889 0.050 3.670  C37 1.413, C39 1.426
39 C 5.126 -0.424 4.993  O38 1.426, H47 1.092, H48 1.092, H49 1.087
40 N 5.779 -1.075 0.304  C36 1.478, H50 1.027, H51 1.026
41 H 3.109 -1.110 0.398  C35 1.093
42 H 2.944 -0.723 2.111  C35 1.094
43 H 3.715 -2.223 1.611  C35 1.092
44 H 4.763 0.619 1.141  C36 1.099
45 H 6.694 -0.211 2.555  C37 1.095
46 H 5.695 -1.659 2.913  C37 1.096
47 H 6.202 -0.558 5.119  C39 1.092
48 H 4.594 -1.364 5.154  C39 1.092
49 H 4.768 0.339 5.680  C39 1.087
50 H 6.685 -0.601 0.400  N40 1.027
51 H 5.518 -0.725 -0.625  N40 1.026
52 C -0.570 3.570 -3.197  C53 1.521, H58 1.093, H59 1.091, H60 1.094
53 C -1.436 3.262 -1.986  C52 1.521, C54 1.515, N57 1.461, H61 1.099
54 C -2.618 2.382 -2.338  C53 1.515, O55 1.392, H62 1.105, H63 1.102
55 O -3.512 3.072 -3.152  C54 1.392, C56 1.409
56 C -4.637 2.303 -3.507  O55 1.409, H64 1.095, H65 1.096, H66 1.087
57 N -0.547 2.626 -1.016  C53 1.461, H67 1.025, H68 1.019
58 H -0.067 2.659 -3.530  C52 1.093
59 H 0.158 4.350 -2.966  C52 1.091
60 H -1.137 3.925 -4.062  C52 1.094
61 H -1.807 4.204 -1.558  C53 1.099
62 H -3.093 2.071 -1.390  C54 1.105
63 H -2.263 1.446 -2.797  C54 1.102
64 H -5.083 1.808 -2.639  C56 1.095
65 H -4.334 1.549 -4.242  C56 1.096
66 H -5.404 2.929 -3.959  C56 1.087
67 H -1.094 2.268 -0.227  N57 1.025
68 H -0.059 3.371 -0.519  N57 1.019
69 C -5.838 -0.996 -2.742  C70 1.513, H75 1.091, H76 1.094, H77 1.089
70 C -4.460 -1.258 -2.177  C69 1.513, C71 1.526, N74 1.454, H78 1.099
71 C -4.435 -1.339 -0.653  C70 1.526, O72 1.408, H79 1.101, H80 1.107
72 O -5.003 -0.188 -0.074  C71 1.408, C73 1.408
73 C -4.654 -0.058 1.283  O72 1.408, H81 1.092, H82 1.093, H83 1.096
74 N -3.879 -2.441 -2.791  C70 1.454, H84 1.013, H85 1.015
75 H -6.333 -0.150 -2.261  C69 1.091
76 H -6.411 -1.909 -2.557  C69 1.094
77 H -5.797 -0.739 -3.799  C69 1.089
78 H -3.764 -0.450 -2.441  C70 1.099
79 H -3.416 -1.522 -0.275  C71 1.101
80 H -4.947 -2.264 -0.323  C71 1.107
81 H -5.230 0.769 1.707  C73 1.092
82 H -3.603 0.229 1.374  C73 1.093
83 H -4.886 -0.966 1.851  C73 1.096
84 H -4.355 -3.293 -2.518  N74 1.013
85 H -2.877 -2.540 -2.664  N74 1.015
86 C 2.478 5.667 1.036  C87 1.523, H92 1.091, H93 1.091, H94 1.089
87 C 1.410 4.649 1.413  C86 1.523, C88 1.535, N91 1.471, H95 1.092
88 C 1.301 4.456 2.931  C87 1.535, O89 1.441, H96 1.093, H97 1.090
89 O 2.437 3.797 3.525  C88 1.441, C90 1.415
90 C 2.400 2.396 3.330  O89 1.415, H98 1.093, H99 1.094, H100 1.099
91 N 0.117 5.166 0.939  C87 1.471, H101 1.014, H102 1.023
92 H 2.597 5.705 -0.047  C86 1.091
93 H 3.452 5.394 1.445  C86 1.091
94 H 2.179 6.641 1.424  C86 1.089
95 H 1.528 3.659 0.968  C87 1.092
96 H 0.416 3.848 3.139  C88 1.093
97 H 1.283 5.392 3.488  C88 1.090
98 H 3.370 1.985 3.622  C90 1.093
99 H 2.280 2.126 2.278  C90 1.094
100 H 1.664 1.973 4.027  C90 1.099
101 H 0.016 6.168 1.066  N91 1.014
102 H -0.685 4.778 1.441  N91 1.023
103 C -2.502 -2.124 3.501  C104 1.510, H109 1.092, H110 1.092, H111 1.094
104 C -2.862 -0.829 4.188  C103 1.510, C105 1.545, N108 1.475, H112 1.094
105 C -2.640 -0.894 5.716  C104 1.545, O106 1.407, H113 1.103, H114 1.099
106 O -3.028 0.294 6.363  C105 1.407, C107 1.416
107 C -4.403 0.372 6.692  O106 1.416, H115 1.091, H116 1.092, H117 1.096
108 N -2.053 0.314 3.724  C104 1.475, H118 1.021, H119 1.019
109 H -3.216 -2.910 3.756  C103 1.092
110 H -1.481 -2.433 3.736  C103 1.092
111 H -2.566 -2.054 2.411  C103 1.094
112 H -3.909 -0.558 4.022  C104 1.094
113 H -1.542 -0.926 5.808  C105 1.103
114 H -2.850 -1.808 6.289  C105 1.099
115 H -4.447 1.229 7.367  C107 1.091
116 H -4.784 -0.530 7.175  C107 1.092
117 H -5.058 0.643 5.855  C107 1.096
118 H -1.076 0.170 3.985  N108 1.021
119 H -2.314 1.103 4.315  N108 1.019
120 C 3.152 -3.376 -3.359  C121 1.520, H126 1.092, H127 1.094, H128 1.089
121 C 3.544 -2.009 -2.824  C120 1.520, C122 1.525, N125 1.485, H129 1.098
122 C 5.002 -1.694 -3.142  C121 1.525, O123 1.424, H130 1.095, H131 1.098
123 O 5.305 -0.433 -2.554  C122 1.424, C124 1.417
124 C 6.558 0.041 -3.014  O123 1.417, H132 1.092, H133 1.092, H134 1.096
125 N 2.688 -0.931 -3.381  C121 1.485, H135 1.024, H136 1.022
126 H 2.072 -3.526 -3.305  C120 1.092
127 H 3.544 -4.151 -2.694  C120 1.094
128 H 3.479 -3.549 -4.384  C120 1.089
129 H 3.433 -2.044 -1.731  C121 1.098
130 H 5.188 -1.648 -4.220  C122 1.095
131 H 5.631 -2.491 -2.724  C122 1.098
132 H 6.721 1.010 -2.535  C124 1.092
133 H 6.585 0.180 -4.097  C124 1.092
134 H 7.374 -0.589 -2.642  C124 1.096
135 H 1.994 -0.812 -2.637  N125 1.024
136 H 3.223 -0.071 -3.245  N125 1.022
137 C -4.168 3.585 0.925  C138 1.519, H143 1.087, H144 1.094, H145 1.098
138 C -3.638 3.655 2.347  C137 1.519, C139 1.529, N142 1.491, H146 1.091
139 C -4.316 2.637 3.264  C138 1.529, O140 1.412, H147 1.093, H148 1.101
140 O -4.078 2.839 4.641  C139 1.412, C141 1.422
141 C -4.745 3.990 5.144  O140 1.422, H149 1.089, H150 1.087, H151 1.094
142 N -2.168 3.418 2.274  C138 1.491, H152 1.023, H153 1.024
143 H -3.679 4.250 0.219  C137 1.087
144 H -5.255 3.706 0.897  C137 1.094
145 H -4.044 2.561 0.549  C137 1.098
146 H -3.720 4.640 2.806  C138 1.091
147 H -3.989 1.630 2.990  C139 1.093
148 H -5.394 2.623 3.044  C139 1.101
149 H -4.249 4.898 4.803  C141 1.089
150 H -4.696 3.891 6.225  C141 1.087
151 H -5.801 4.051 4.867  C141 1.094
152 H -1.968 2.598 1.696  N142 1.023
153 H -1.917 3.045 3.194  N142 1.024
154 C 1.517 -4.341 1.341  C155 1.511, H160 1.091, H161 1.094, H162 1.090
155 C 1.133 -5.451 2.291  C154 1.511, C156 1.536, N159 1.481, H163 1.103
156 C -0.298 -5.998 2.172  C155 1.536, O157 1.419, H164 1.096, H165 1.106
157 O -1.234 -5.008 1.775  C156 1.419, C158 1.398
158 C -2.546 -5.447 1.976  O157 1.398, H166 1.090, H167 1.099, H168 1.098
159 N 2.146 -6.529 2.230  C155 1.481, H169 1.016, H170 1.019
160 H 1.648 -4.705 0.321  C154 1.091
161 H 2.495 -3.964 1.654  C154 1.094
162 H 0.884 -3.454 1.319  C154 1.090
163 H 1.088 -5.073 3.326  C155 1.103
164 H -0.561 -6.617 3.037  C156 1.096
165 H -0.334 -6.737 1.350  C156 1.106
166 H -3.292 -4.718 1.662  C158 1.090
167 H -2.809 -5.641 3.025  C158 1.099
168 H -2.741 -6.389 1.447  C158 1.098
169 H 2.987 -6.121 2.629  N159 1.016
170 H 1.844 -7.229 2.906  N159 1.019
171 C 1.504 -2.105 4.319  C172 1.511, O174 1.403, H175 1.091, H176 1.094
172 C 1.232 -2.891 5.580  C171 1.511, O173 1.445, H177 1.094, H178 1.098
173 O 1.907 -2.207 6.660  C172 1.445, H179 0.962
174 O 0.996 -0.797 4.346  C171 1.403, H180 0.963
175 H 1.031 -2.627 3.485  C171 1.091
176 H 2.583 -2.082 4.138  C171 1.094
177 H 1.509 -3.948 5.529  C172 1.094
178 H 0.171 -2.859 5.863  C172 1.098
179 H 1.787 -2.752 7.443  O173 0.962
180 H 1.548 -0.210 4.873  O174 0.963
181 C -0.843 -5.584 -2.078  C182 1.508, O184 1.427, H185 1.097, H186 1.096
182 C -0.932 -4.212 -1.459  C181 1.508, O183 1.426, H187 1.091, H188 1.092
183 O -1.007 -3.243 -2.503  C182 1.426, H189 0.965
184 O 0.364 -5.686 -2.832  C181 1.427, H190 0.959
185 H -1.641 -5.676 -2.826  C181 1.097
186 H -0.988 -6.385 -1.344  C181 1.096
187 H -0.140 -3.959 -0.752  C182 1.091
188 H -1.858 -4.105 -0.891  C182 1.092
189 H -0.167 -3.239 -2.978  O183 0.965
190 H 0.457 -6.578 -3.173  O184 0.959
191 C -0.039 -0.281 0.883  C192 1.530, O194 1.452, H195 1.088, H196 1.094
192 C 0.015 -0.851 -0.536  C191 1.530, O193 1.415, H197 1.093, H198 1.099
193 O 0.666 0.024 -1.438  C192 1.415, H199 0.981
194 O -1.157 0.636 1.017  C191 1.452, H200 0.978
195 H 0.904 0.209 1.116  C191 1.088
196 H -0.302 -1.081 1.582  C191 1.094
197 H -0.950 -1.198 -0.917  C192 1.093
198 H 0.642 -1.746 -0.417  C192 1.099
199 H 0.238 0.901 -1.336  O193 0.981
200 H -1.612 0.414 1.854  O194 0.978

Results of the Mulliken charge analysis, in e, for atoms 1 through 4:
1 C 0.3054
2 C 1.7128
3 C -1.1032
4 O -0.3276